71
Properties=species:S:1:pos:R:3:mulliken_charge:R:1 method="wB97M-V/def2-TZVPD" charge=+2 lumo_ha="-0.3132 / -0.3132" gap_ev="3.01 / 3.01" total_energy_ev=-159940.131 e_above_lowest_ev=0.9849
Ru 0.703 -0.810 0.151 0.68
N 2.277 -0.807 3.944 -0.02
C 0.983 -0.808 4.459 0.88
C 0.511 -0.855 5.766 -1.20
C -0.859 -0.881 5.920 -0.48
C -1.726 -0.859 4.813 -0.64
C -1.249 -0.808 3.522 -0.38
C 0.133 -0.783 3.353 -0.01
N 0.918 -0.758 2.202 0.78
C 2.180 -0.785 2.608 0.00
C 3.226 -0.858 1.604 -0.59
C 4.579 -0.911 1.669 -0.25
S 5.226 -1.079 0.101 -0.11
C 3.669 -1.063 -0.566 -0.41
N 2.721 -0.937 0.322 0.51
H 3.129 -0.849 4.479 0.23
H 1.178 -0.878 6.616 0.43
H -1.278 -0.929 6.915 0.41
H -2.793 -0.889 4.987 0.44
H -1.913 -0.796 2.672 -0.04
H 5.218 -0.872 2.536 0.43
H 3.477 -1.175 -1.623 0.46
Br -5.996 7.601 -2.456 -0.01
C -4.282 6.910 -2.741 0.22
C -3.168 7.650 -2.345 -0.53
C -1.907 7.141 -2.553 -0.16
C -1.751 5.877 -3.154 0.47
C -2.882 5.150 -3.569 -0.22
C -4.141 5.667 -3.357 -0.66
N -0.482 5.405 -3.292 -0.43
N -0.207 4.306 -3.875 -0.25
C 0.189 3.206 -3.306 0.22
C 0.414 2.096 -4.205 -0.54
C 0.625 0.833 -3.771 -1.04
C 0.657 0.570 -2.368 0.87
O 0.795 -0.587 -1.902 -0.42
C 0.581 1.703 -1.429 0.37
N 0.751 1.366 -0.131 0.24
C 0.742 2.331 0.775 -0.36
C 0.597 3.674 0.421 -1.15
C 0.423 4.020 -0.898 -0.54
C 0.389 3.004 -1.868 0.44
H -3.302 8.621 -1.890 0.45
H -1.024 7.696 -2.265 0.51
H -2.755 4.197 -4.066 0.48
H -5.021 5.124 -3.671 0.45
H 0.360 2.319 -5.262 0.49
H 0.750 0.002 -4.450 0.53
H 0.864 2.028 1.807 0.43
H 0.627 4.431 1.192 0.46
H 0.334 5.058 -1.185 0.73
Cl -1.729 -0.356 -0.098 -0.01
C -3.108 -1.533 0.167 -0.62
Cl -2.640 -3.192 0.067 0.01
H -3.809 -1.286 -0.621 0.41
H -3.504 -1.305 1.149 0.37
C 2.271 -6.249 -1.132 -0.95
Si 0.803 -5.825 -0.073 -0.22
C 1.001 -6.491 1.650 -0.96
C -0.770 -6.427 -0.853 -0.90
C 0.739 -3.966 0.060 -0.75
C 0.689 -2.738 0.133 0.71
H 2.352 -7.332 -1.240 0.32
H 3.199 -5.884 -0.689 0.29
H 2.176 -5.818 -2.130 0.30
H 1.038 -7.582 1.624 0.33
H 0.167 -6.198 2.291 0.31
H 1.924 -6.134 2.109 0.30
H -0.742 -7.516 -0.938 0.34
H -0.901 -6.015 -1.855 0.29
H -1.646 -6.165 -0.258 0.25

72
Properties=species:S:1:pos:R:3:lowdin_spin:R:1 method="wB97M-V/def2-TZVPD" charge=+1 lumo_ha="-0.1343 / -0.2518" gap_ev="6.85 / 3.65" total_energy_ev=-150204.976 e_above_lowest_ev=2.2752 multiplicity=2
Sc 0.329 0.359 -0.137 0.06
O 3.888 -1.657 0.580 0.00
C 2.991 -0.930 0.895 0.00
O 2.168 -0.307 0.077 0.03
C 2.707 -0.621 2.378 0.06
P 0.918 -0.606 2.664 0.38
C 0.380 0.363 4.054 0.06
C 0.213 1.742 3.899 0.02
C -0.160 2.505 4.993 0.00
C -0.364 1.901 6.227 0.02
C -0.198 0.529 6.380 0.00
C 0.169 -0.249 5.297 0.02
C 0.201 -2.197 2.581 0.07
C 0.897 -3.259 1.971 0.06
C 0.288 -4.493 1.870 0.00
C -1.007 -4.672 2.349 0.10
C -1.710 -3.617 2.926 0.00
C -1.122 -2.375 3.029 0.07
H 3.070 0.383 2.607 0.00
H 3.198 -1.336 3.038 0.01
H 0.360 2.211 2.933 0.00
H -0.292 3.573 4.880 0.00
H -0.653 2.504 7.078 0.00
H -0.350 0.067 7.346 0.00
H 0.303 -1.317 5.415 0.00
H 1.904 -3.127 1.598 0.00
H 0.819 -5.319 1.417 0.00
H -1.478 -5.643 2.263 0.00
H -2.721 -3.767 3.280 0.00
H -1.670 -1.541 3.450 0.00
F -1.962 3.080 -0.630 0.00
Te -0.149 3.427 -0.714 0.00
F -0.540 4.238 -2.309 0.00
F -0.375 4.986 0.220 0.00
F 1.605 3.849 -1.084 0.00
F 0.067 1.783 -1.782 0.00
O 0.266 2.317 0.663 0.01
C -3.855 -1.985 0.652 0.00
Ge -3.521 -0.228 -0.093 0.00
C -3.800 -0.166 -1.996 0.00
C -3.350 0.911 -2.760 0.00
C -3.571 0.938 -4.128 0.00
C -4.251 -0.106 -4.744 0.00
C -4.706 -1.179 -3.992 0.00
C -4.479 -1.210 -2.623 0.00
C -4.128 1.231 1.029 0.00
C -3.323 1.612 2.078 0.00
C -3.690 2.664 2.937 0.00
C -4.870 3.325 2.739 0.00
C -5.738 2.959 1.682 0.00
C -6.966 3.632 1.475 0.00
C -7.801 3.266 0.458 0.00
C -7.444 2.209 -0.402 0.00
C -6.262 1.545 -0.230 0.00
C -5.370 1.898 0.815 0.00
H -4.843 -2.332 0.347 0.00
H -3.839 -1.937 1.741 0.00
H -3.103 -2.687 0.293 0.00
H -2.833 1.739 -2.287 0.00
H -3.218 1.776 -4.715 0.00
H -4.426 -0.081 -5.812 0.00
H -5.236 -1.993 -4.471 0.00
H -4.832 -2.059 -2.049 0.00
H -2.373 1.115 2.244 0.00
H -3.031 2.947 3.749 0.00
H -5.161 4.141 3.390 0.00
H -7.232 4.443 2.142 0.00
H -8.738 3.786 0.307 0.00
H -8.110 1.927 -1.208 0.00
H -6.001 0.746 -0.913 0.00
O -0.950 -1.068 -0.454 0.00
O -1.682 0.059 0.143 0.01

70
Properties=species:S:1:pos:R:3:mulliken_charge:R:1 method="wB97M-V/def2-TZVPD" lumo_ha=-0.0080 gap_ev=7.63 total_energy_ev=-124616.667
Sr -2.377 -0.500 0.111 2.21
O -1.378 -4.205 2.344 -0.72
C -0.126 -4.524 1.948 0.31
C 0.275 -5.856 1.980 -0.58
C 1.550 -6.211 1.571 -0.34
C 2.440 -5.247 1.114 -0.79
C 2.037 -3.920 1.085 -0.24
C 0.770 -3.543 1.506 -0.41
C 0.360 -2.085 1.525 1.46
O -0.975 -1.880 1.270 -1.13
N 0.723 -1.555 2.851 0.24
N 0.649 -0.288 3.188 -0.76
C 0.131 0.586 2.405 0.05
C -0.005 1.975 2.825 0.73
Br -1.783 2.614 2.384 -0.26
C 0.820 2.824 3.429 -1.00
C 2.242 2.607 3.756 0.86
C 2.798 3.363 4.788 -0.61
C 4.135 3.232 5.131 -0.51
C 4.946 2.349 4.434 -0.41
C 4.407 1.603 3.392 -0.78
C 3.070 1.728 3.059 -0.06
H -1.515 -3.272 2.048 0.23
H -0.433 -6.599 2.326 0.43
H 1.848 -7.251 1.599 0.38
H 3.431 -5.528 0.783 0.40
H 2.719 -3.153 0.730 0.46
H 0.987 -1.540 0.795 -0.26
H 1.249 -2.127 3.489 0.35
H -0.357 0.377 1.459 -0.50
H 0.424 3.791 3.716 0.35
H 2.170 4.061 5.330 0.36
H 4.543 3.824 5.940 0.37
H 5.991 2.245 4.695 0.37
H 5.036 0.919 2.836 0.41
H 2.665 1.135 2.249 0.36
C -3.546 2.578 -1.893 -1.73
N -3.398 1.128 -1.742 0.08
C -3.828 0.404 -2.717 -0.15
C -3.682 -1.011 -2.846 0.28
C -4.181 -1.790 -3.898 -0.79
C -3.781 -3.102 -3.643 -0.71
C -3.063 -3.061 -2.445 -0.82
N -2.992 -1.807 -1.954 -0.20
C -2.314 3.169 -2.539 0.66
C -2.317 3.552 -3.874 -0.46
C -1.156 4.020 -4.478 -0.57
C 0.020 4.107 -3.749 -0.53
C 0.029 3.735 -2.410 -0.59
C -1.132 3.275 -1.810 0.10
H -3.684 3.022 -0.905 0.43
H -4.431 2.815 -2.493 0.48
H -4.351 0.885 -3.552 0.27
H -4.755 -1.427 -4.737 0.47
H -3.982 -3.977 -4.239 0.43
H -2.596 -3.882 -1.919 0.53
H -3.233 3.481 -4.449 0.36
H -1.173 4.315 -5.519 0.38
H 0.926 4.467 -4.218 0.39
H 0.943 3.809 -1.834 0.42
H -1.127 2.994 -0.762 0.36
I 3.875 0.533 -2.568 0.10
C 1.894 0.072 -2.226 -1.13
C 1.078 -0.739 -2.981 -0.37
N -0.124 -0.723 -2.382 0.05
N -0.134 0.035 -1.277 0.65
C 1.091 0.526 -1.169 -0.65
H 1.267 -1.302 -3.878 0.53
H -0.970 -1.233 -2.625 -0.09
H 1.360 1.183 -0.357 0.83

69
Properties=species:S:1:pos:R:3:lowdin_spin:R:1 method="wB97M-V/def2-TZVPD" charge=-2 lumo_ha="0.1589 / 0.1585" gap_ev="2.42 / 5.70" total_energy_ev=-98171.067 e_above_lowest_ev=1.1465 multiplicity=2
Pd -1.479 -0.083 0.603 0.00
O 0.807 0.150 2.500 0.00
P -0.267 -0.671 3.080 0.01
C -0.158 -2.433 2.545 0.02
P -0.712 -2.732 0.791 0.08
O 0.044 -1.888 -0.150 0.01
C -2.517 -2.617 0.737 0.01
C -3.335 -3.340 1.611 0.01
C -4.710 -3.206 1.552 0.00
C -5.283 -2.288 0.687 0.01
C -4.479 -1.558 -0.182 0.00
C -3.106 -1.744 -0.198 0.01
C -0.282 -4.457 0.497 0.20
C 0.986 -4.673 -0.077 0.11
C 1.372 -5.917 -0.503 0.07
C 0.510 -7.008 -0.373 0.22
C -0.745 -6.808 0.206 0.06
C -1.133 -5.563 0.633 0.11
C -0.124 -0.700 4.887 0.00
C 0.334 0.510 5.435 0.00
C 0.421 0.700 6.790 0.00
C 0.046 -0.328 7.664 0.00
C -0.422 -1.528 7.135 0.00
C -0.522 -1.716 5.776 0.00
C -1.964 -0.160 2.777 0.00
C -2.270 1.118 2.240 0.00
C -3.611 1.518 2.187 0.00
C -4.615 0.698 2.664 0.00
C -4.302 -0.522 3.260 0.00
C -2.998 -0.947 3.315 0.00
H -0.683 -3.108 3.220 0.00
H 0.914 -2.683 2.554 0.00
H -2.890 -3.989 2.354 0.00
H -5.344 -3.794 2.209 0.00
H -6.356 -2.142 0.681 0.00
H -4.926 -0.838 -0.853 0.00
H -2.485 -1.282 -0.970 0.00
H 1.645 -3.827 -0.192 0.01
H 2.346 -6.058 -0.957 0.00
H 0.806 -7.985 -0.732 0.02
H -1.431 -7.644 0.296 0.00
H -2.122 -5.428 1.040 0.01
H 0.631 1.291 4.746 0.00
H 0.774 1.642 7.195 0.00
H 0.114 -0.190 8.734 0.00
H -0.711 -2.320 7.817 0.00
H -0.877 -2.667 5.402 0.00
H -1.485 1.867 2.109 0.00
H -3.854 2.486 1.769 0.00
H -5.648 1.019 2.611 0.00
H -5.093 -1.134 3.674 0.00
H -2.742 -1.874 3.811 0.00
O -1.264 -0.037 -2.112 0.00
N -0.923 1.146 -2.473 0.00
C 0.077 1.307 -3.351 0.00
C 0.559 2.543 -3.719 0.00
C -0.017 3.674 -3.147 0.00
C -1.069 3.518 -2.277 0.00
C -1.568 2.251 -1.941 0.00
S -2.869 2.004 -0.905 0.00
H 0.500 0.385 -3.726 0.00
H 1.389 2.603 -4.407 0.00
H 0.373 4.656 -3.379 0.00
H -1.533 4.365 -1.796 0.00
Cl 3.011 0.984 -1.619 0.00
C 1.707 0.267 -0.662 0.00
Cl 0.660 1.498 0.010 0.00
H 2.165 -0.287 0.155 0.00
H 1.124 -0.390 -1.313 0.00